Molecular formula: C20H28MnN8O3
Method: DFT, ωB97M-V with the def2-TZVPD basis set

```
60
Properties=species:S:1:pos:R:3:forces:R:3
Mn -0.252578 0.888400 -0.329498 0.447 -0.200 -0.107
O 3.292561 -3.465854 0.809939 -0.055 0.164 0.036
C 2.921637 -3.693277 -0.459930 0.031 -0.071 -0.051
C 3.432786 -4.841315 -1.074711 -0.038 0.073 0.013
C 3.108050 -5.142374 -2.380307 0.004 -0.046 -0.040
C 2.263537 -4.310583 -3.112847 0.014 0.023 0.034
C 1.750705 -3.182930 -2.504384 -0.038 -0.028 -0.013
C 2.055774 -2.853508 -1.182897 -0.158 0.159 0.007
C 1.417790 -1.622396 -0.616049 0.413 -0.194 0.231
O 0.551476 -1.012982 -1.279661 -0.193 0.118 0.091
N 1.877561 -1.268538 0.609262 -0.300 0.102 -0.188
N 1.236352 -0.165499 1.059848 0.153 -0.048 0.121
C 1.594169 0.360848 2.167627 -0.313 0.367 -0.047
C 0.883721 1.583786 2.623437 0.346 -0.524 -0.177
C 1.286063 2.236722 3.783351 -0.171 0.217 0.000
C 0.620304 3.394097 4.157468 0.103 -0.104 0.006
C -0.416159 3.863746 3.366425 -0.064 -0.003 -0.088
C -0.753255 3.144552 2.227460 0.136 0.022 0.124
N -0.129256 2.029229 1.867012 -0.030 -0.091 -0.052
H 2.900697 -2.588956 1.064444 -0.022 -0.029 -0.016
H 4.091464 -5.474682 -0.495530 0.004 -0.002 0.001
H 3.519735 -6.034190 -2.837268 0.001 0.003 -0.001
H 2.017526 -4.541259 -4.140627 0.005 -0.007 -0.003
H 1.089315 -2.511738 -3.037172 0.016 -0.009 0.001
H 2.419570 -0.030951 2.759555 -0.027 -0.031 -0.002
H 2.108851 1.846993 4.366961 0.007 -0.009 -0.005
H 0.917176 3.925439 5.052571 -0.019 0.016 -0.006
H -0.951529 4.769768 3.612840 0.005 -0.001 0.015
H -1.545425 3.482020 1.568919 -0.018 -0.004 0.004
C -5.364960 -1.099447 0.631279 -0.022 0.036 -0.004
N -3.959322 -1.338586 0.937348 0.064 -0.064 0.043
C -3.687021 -1.503253 2.353507 0.015 0.006 -0.001
C -2.971254 -0.737298 0.187024 -0.003 -0.042 -0.259
N -1.884312 -0.239498 0.630506 -0.177 0.099 0.174
N -3.217538 -0.801286 -1.184961 0.155 0.011 0.020
C -2.512206 -0.145794 -2.193599 -0.041 -0.105 0.145
N -2.676436 -0.760134 -3.418500 -0.033 0.041 0.002
N -1.881027 0.937402 -1.968377 0.050 0.009 0.042
H -5.952802 -1.958140 0.952638 -0.008 0.001 0.002
H -5.521818 -0.952374 -0.432759 0.017 0.002 0.010
H -5.734798 -0.207435 1.148930 -0.004 -0.009 0.014
H -4.466221 -2.127732 2.785130 -0.008 -0.002 -0.008
H -3.675265 -0.546833 2.891346 -0.021 -0.006 0.008
H -2.731977 -2.006450 2.498982 0.007 0.017 -0.015
H -1.834317 -0.195571 1.639321 -0.092 -0.021 0.064
H -3.774335 -1.586078 -1.475211 -0.036 0.009 -0.018
H -2.713402 -1.767602 -3.405549 0.031 -0.023 0.007
H -2.063941 -0.410576 -4.137595 0.009 0.016 -0.023
H -1.409668 1.289358 -2.795760 0.053 0.038 0.017
C 3.017906 2.740412 -1.994802 0.013 0.023 -0.064
C 2.011243 2.943291 -0.866668 0.021 -0.123 0.169
C 1.709930 4.425696 -0.660646 -0.010 0.072 -0.036
O 0.849423 2.243326 -1.133210 -0.195 0.186 -0.203
H 3.956374 3.271476 -1.813306 -0.012 0.009 0.026
H 2.586447 3.104043 -2.931456 0.010 -0.002 0.001
H 3.236783 1.678272 -2.112368 -0.020 -0.010 0.006
H 2.488570 2.573698 0.065211 -0.004 0.011 -0.011
H 1.214050 4.818409 -1.552347 0.007 0.006 0.005
H 2.616376 5.009922 -0.478897 0.012 -0.022 0.002
H 1.036903 4.564215 0.188555 -0.015 -0.028 -0.004
```
Positions in Å, forces in eV/Å.

Values from the calculation:
**Energy**: -70580.4028 eV
**ΔE to the lowest compared entry with this formula, charge and spin**: 0.00 kcal per mole
**E_LUMO (alpha / beta)**: 0.12 / 0.07 eV
**Multiplicity**: 6
**Strongest force on any atom**: 0.0127 hartree/bohr
**HOMO (alpha / beta)**: -6.86 / -7.60 eV


Molecular formula: C20H28N2O3
Method: DFT, ωB97M-V with the def2-TZVPD basis set

```
53
Properties=species:S:1:pos:R:3:forces:R:3
C 1.887841 3.974178 -0.787061 0.083 -0.150 0.170
H 1.764634 5.036367 -0.586987 -0.011 0.142 -0.025
C 1.731154 3.166203 0.495591 -0.255 0.190 -0.127
C 0.349100 3.361627 1.113505 0.231 -0.155 0.213
C 0.154144 2.614374 2.434892 0.010 -0.052 -0.111
C 0.318642 1.094002 2.357233 -0.243 0.194 -0.073
C -0.663833 0.445685 1.386016 0.331 -0.091 0.035
H -1.687125 0.663230 1.701281 -0.056 0.003 -0.058
H -0.530036 0.883418 0.397211 -0.089 0.050 -0.009
C -0.515651 -1.078796 1.256604 -0.521 0.273 -0.261
C 0.899191 -1.526256 0.988789 -0.347 0.037 -0.231
N 1.739746 -1.177978 0.108382 0.805 -0.478 -0.041
N 1.473664 -0.283973 -0.898018 -0.002 0.443 0.135
C 0.378949 -0.198293 -1.702991 0.076 -0.224 0.049
O -0.604620 -0.907662 -1.599463 -0.044 0.070 -0.032
C 0.485639 0.897293 -2.711146 -0.095 0.170 -0.268
C 1.660357 1.190896 -3.396677 -0.093 -0.051 0.094
C 1.688882 2.231660 -4.307849 0.069 0.074 -0.058
C 0.552866 2.989761 -4.538351 0.033 0.021 -0.042
C -0.623644 2.692126 -3.870369 -0.022 0.033 -0.002
C -0.659509 1.645720 -2.967863 0.040 -0.122 0.103
H -1.571480 1.394221 -2.447039 -0.076 -0.044 0.037
H -1.513946 3.274507 -4.055416 -0.070 0.046 -0.007
H 0.582939 3.805795 -5.244817 0.005 0.063 -0.060
H 2.601773 2.451334 -4.841435 0.067 0.008 -0.046
H 2.548138 0.591228 -3.251161 0.081 -0.050 0.016
H 2.319919 0.180113 -1.201929 -0.298 -0.069 0.068
C 1.310268 -2.546584 2.006903 0.159 -0.119 0.200
H 1.126852 -3.538199 1.586525 0.011 -0.021 0.003
C 0.374135 -2.310672 3.187302 -0.040 -0.169 0.016
H 0.770559 -1.532525 3.839558 -0.029 0.041 0.007
H 0.222415 -3.216749 3.771856 0.031 0.054 0.064
C -0.930490 -1.845180 2.534963 0.039 -0.155 0.080
C -1.788219 -3.030484 2.136521 0.158 0.141 0.230
O -1.430620 -4.178488 2.114463 0.034 -0.107 -0.015
O -3.012565 -2.617579 1.789105 -0.075 0.367 0.004
C -3.930722 -3.594349 1.316644 -0.098 -0.411 -0.149
H -4.445819 -3.167537 0.457757 0.016 -0.003 0.067
H -4.648040 -3.825252 2.106170 0.048 0.017 -0.055
H -3.395736 -4.501774 1.031175 -0.136 0.100 0.006
H -1.529197 -1.210364 3.190865 -0.010 -0.008 -0.037
H 2.366998 -2.471149 2.254638 0.040 -0.008 -0.068
H -1.142156 -1.373866 0.405592 0.152 0.022 0.174
H 1.340698 0.848412 2.064286 0.069 -0.055 0.030
H 0.159641 0.689469 3.359254 0.075 -0.073 0.057
H 0.872321 2.999445 3.163363 -0.044 0.065 0.065
H -0.847360 2.839115 2.810852 -0.007 0.023 0.110
H -0.411412 3.052456 0.394063 -0.073 0.056 -0.079
H 0.197093 4.427616 1.302000 -0.060 0.038 -0.070
H 1.885373 2.110346 0.270882 0.065 -0.073 0.071
H 2.494959 3.470330 1.215118 0.058 -0.081 0.068
H 1.141022 3.676010 -1.520249 -0.076 -0.011 -0.133
H 2.872922 3.820426 -1.222126 0.085 0.041 -0.118
```
Positions in Å, forces in eV/Å.

Values from the calculation:
**Energy**: -30317.4349 eV
**ΔE to the lowest compared entry with this formula, charge and spin**: 38.76 kcal per mole
**E_LUMO**: 0.75 eV
**Strongest force on any atom**: 0.0182 hartree/bohr
**Structure (SMILES)**: CCCCCC[C@H]1/C(=N\NC(=O)c2ccccc2)CC[C@@H]1C(=O)OC
**HOMO**: -8.85 eV


Molecular formula: C20H28N2O3
Method: DFT, ωB97M-V with the def2-TZVPD basis set

```
53
Properties=species:S:1:pos:R:3:forces:R:3
C 3.429321 2.746507 3.775302 -0.260 -0.157 0.315
H 2.389495 3.055589 3.652096 0.069 -0.027 0.027
H 3.469599 1.794414 4.307938 0.017 0.129 0.000
H 3.995363 3.510800 4.301329 -0.011 -0.028 -0.043
O 4.017788 2.618909 2.487382 0.288 0.264 -0.079
C 3.739962 1.516430 1.805071 0.345 -0.125 -0.148
O 3.143176 0.567391 2.250734 -0.018 -0.029 0.012
C 4.296456 1.584892 0.398073 -0.204 -0.104 0.014
H 4.652636 2.597116 0.210278 0.049 -0.041 -0.040
H 5.139881 0.893161 0.338021 0.012 0.049 0.067
C 3.229572 1.175918 -0.618974 0.084 0.123 0.033
H 2.849390 0.189695 -0.342828 0.040 -0.040 -0.086
C 2.080403 2.187117 -0.679596 0.099 -0.024 0.084
C 1.251148 2.205687 0.600185 -0.070 0.023 -0.668
O 1.285490 3.123025 1.397632 0.108 0.344 0.253
N 0.453119 1.133006 0.742413 -0.340 -0.432 -0.066
H 0.510375 0.379367 0.077904 0.122 0.110 -0.089
C -0.396057 0.911881 1.890630 -0.316 0.105 0.337
C 0.045954 -0.322218 2.683116 0.133 0.034 -0.158
C -0.248236 -1.602907 1.905582 -0.279 0.087 0.137
C -1.722999 -1.644744 1.479171 0.150 -0.149 -0.021
N -2.151085 -0.472230 0.754250 0.126 0.236 0.107
C -1.866353 0.752575 1.455804 0.200 0.212 0.209
H -2.160238 1.601702 0.836037 -0.013 -0.003 0.042
H -2.480695 0.768660 2.366287 0.021 0.096 0.031
C -2.221374 -0.490561 -0.680393 -0.226 -0.180 -0.167
C -1.032425 -1.088950 -1.485158 -0.052 0.043 0.051
C -1.683340 -1.642554 -2.717134 -0.100 0.041 -0.020
C -1.090120 -2.024824 -3.903288 -0.025 -0.031 -0.061
C -1.890740 -2.525512 -4.920505 0.148 -0.027 -0.083
C -3.259241 -2.641075 -4.746550 -0.159 -0.052 -0.045
C -3.854930 -2.257630 -3.552945 0.032 -0.029 -0.076
C -3.059715 -1.757632 -2.541495 0.091 0.053 -0.023
C -3.457798 -1.285268 -1.179255 0.100 0.054 -0.054
H -4.356727 -0.669918 -1.187932 -0.033 0.017 0.083
H -3.647148 -2.136904 -0.521714 -0.008 0.003 0.080
H -4.923318 -2.346402 -3.420083 -0.117 -0.007 -0.001
H -3.869527 -3.030946 -5.547971 -0.043 -0.030 -0.075
H -1.441702 -2.825447 -5.856001 0.024 -0.024 -0.083
H -0.022049 -1.934370 -4.041670 0.105 0.012 -0.023
H -0.274434 -0.342741 -1.731452 0.081 0.009 0.047
H -0.554267 -1.901676 -0.933948 0.064 0.022 0.086
H -2.346521 0.547679 -1.006084 0.022 -0.089 0.018
H -1.915707 -2.532234 0.873858 -0.073 -0.037 0.050
H -2.339354 -1.716900 2.385984 0.024 -0.127 -0.005
H 0.404399 -1.658313 1.032505 0.048 -0.073 -0.075
H -0.030260 -2.471197 2.529803 0.065 -0.055 -0.042
H 1.112596 -0.248324 2.896447 -0.093 0.033 0.095
H -0.498761 -0.337475 3.629150 -0.049 -0.004 0.079
H -0.298939 1.809621 2.509525 -0.038 -0.142 -0.086
H 2.482976 3.189880 -0.830591 -0.095 -0.012 0.016
H 1.424987 1.947183 -1.520355 -0.013 0.029 0.001
H 3.689972 1.100745 -1.606585 -0.030 -0.052 0.045
```
Positions in Å, forces in eV/Å.

Values from the calculation:
**Energy**: -30318.3974 eV
**ΔE to the lowest compared entry with this formula, charge and spin**: 16.56 kcal per mole
**E_LUMO**: 0.68 eV
**Strongest force on any atom**: 0.0131 hartree/bohr
**Structure (SMILES)**: COC(=O)CCCC(=O)N[C@@H]1CCCN(C2Cc3ccccc3C2)C1
**HOMO**: -7.93 eV


Molecular formula: C20H28N2O5
Method: DFT, ωB97M-V with the def2-TZVPD basis set

```
55
Properties=species:S:1:pos:R:3:forces:R:3
C -4.046636 -1.990711 0.296084 0.027 -0.141 -0.096
H -4.814664 -2.747481 0.447886 0.083 0.015 -0.043
O -4.450297 -0.881116 1.063570 -0.056 0.215 0.123
C -3.672151 0.235491 1.045448 0.001 0.383 0.192
C -2.493500 0.361872 0.317362 -0.140 -0.299 -0.039
C -1.771467 1.544535 0.364964 -0.197 0.157 0.240
C -2.217097 2.620430 1.151321 0.068 -0.105 -0.099
C -3.392369 2.483996 1.871118 0.184 0.102 -0.076
C -4.113236 1.304848 1.818928 -0.045 -0.337 -0.124
H -5.028643 1.197939 2.377339 -0.120 -0.011 0.075
H -3.761860 3.292513 2.480647 -0.003 0.102 0.052
O -1.417846 3.742067 1.135184 0.002 -0.495 -0.225
C -1.829167 4.859014 1.884495 -0.022 0.230 0.120
H -1.882722 4.627540 2.952843 -0.010 -0.001 -0.044
H -2.798338 5.235218 1.543155 0.027 -0.028 0.017
H -1.068115 5.620049 1.718431 -0.093 -0.012 0.056
N -0.574033 1.734905 -0.333584 -0.092 0.507 0.255
C 0.071546 0.892216 -1.175540 0.479 0.307 -0.263
O -0.320050 -0.210041 -1.501183 -0.123 -0.309 -0.063
C 1.420427 1.430272 -1.628996 0.040 -0.195 0.199
H 1.717882 0.902434 -2.537266 -0.098 0.034 0.021
H 1.390406 2.499925 -1.834061 0.041 -0.008 -0.014
C 2.452069 1.153740 -0.522657 0.373 0.199 -0.232
N 2.586637 -0.260128 -0.198231 -0.302 -0.224 -0.114
H 2.070935 -0.825066 -0.869478 -0.045 0.056 0.016
C 2.148160 -0.640121 1.137908 0.065 -0.184 0.295
C 2.331745 -2.147470 1.332969 -0.208 0.346 0.027
C 1.568459 -2.939641 0.296476 0.190 -0.048 0.101
C 0.248667 -2.861275 0.191248 -0.092 -0.071 0.006
C -0.558769 -3.545146 -0.866216 0.055 -0.005 -0.183
C 0.326182 -4.071924 -1.991018 -0.112 -0.204 0.156
C 1.535161 -4.786936 -1.400997 0.119 0.192 -0.183
C 2.394980 -3.790982 -0.628384 -0.227 -0.257 -0.058
H 2.932668 -3.144222 -1.330460 0.131 0.010 0.003
H 3.150252 -4.325462 -0.045155 0.061 0.074 -0.010
H 1.192033 -5.572311 -0.724017 0.015 -0.077 0.020
H 2.127318 -5.255656 -2.189358 -0.007 -0.069 0.038
H 0.663894 -3.232747 -2.601861 0.004 0.053 -0.086
H -0.244336 -4.747503 -2.630881 0.005 0.052 -0.062
H -1.123952 -4.367770 -0.413253 -0.072 0.005 -0.037
H -1.281985 -2.834243 -1.271490 -0.081 -0.004 0.029
H -0.312863 -2.259846 0.894932 -0.002 0.154 0.168
H 3.394639 -2.384901 1.266293 0.030 -0.009 0.060
H 1.987808 -2.406136 2.336854 0.075 -0.028 0.025
H 1.094273 -0.374721 1.309407 0.072 0.017 0.003
H 2.759894 -0.095149 1.864205 -0.090 -0.009 -0.011
H 2.178573 1.723248 0.375447 0.065 -0.099 -0.092
C 3.837848 1.682457 -0.975441 -0.580 -0.209 0.289
O 4.013892 2.810613 -1.339442 0.079 0.226 -0.104
O 4.779174 0.758773 -0.906163 0.521 -0.159 -0.046
H 4.322815 -0.064648 -0.576378 -0.089 0.362 -0.118
H -0.167043 2.645842 -0.164952 0.057 -0.141 -0.122
H -2.117841 -0.435816 -0.298572 0.001 -0.061 -0.038
H -3.081687 -2.381758 0.632556 0.007 0.010 -0.026
H -3.987142 -1.743255 -0.768176 0.024 -0.010 0.023
```
Positions in Å, forces in eV/Å.

Values from the calculation:
**Energy**: -34412.5904 eV
**ΔE to the lowest compared entry with this formula, charge and spin**: 51.62 kcal per mole
**E_LUMO**: 0.58 eV
**Strongest force on any atom**: 0.0132 hartree/bohr
**Structure (SMILES)**: COc1ccc(OC)c(NC(=O)C[C@@H](NCCC2=CCCCC2)C(=O)O)c1
**HOMO**: -8.00 eV